(1)
{
  "formula": "C22H39BrClIrN4OP",
  "method": "ωB97M-V with the def2-TZVPD basis set",
  "orbital_gap_ha": [0.18900, 0.18917],
  "total_charge": 1,
  "spin_multiplicity": 1,
  "symbols": ["Ir", "C", "C", "C", "C", "C", "C", "C", "Br", "C", "O", "C", "C", "C", "C", "C", "C", "H", "H", "H", "H", "H", "H", "H", "H", "H", "H", "H", "H", "H", "H", "H", "H", "H", "H", "H", "H", "C", "C", "P", "C", "C", "C", "C", "H", "H", "H", "H", "H", "H", "H", "H", "H", "H", "H", "H", "H", "H", "H", "Cl", "N", "C", "N", "N", "C", "N", "H", "H", "H", "H"],
  "xyz": [[1.034, 2.095, 0.887], [-5.043, -2.471, -2.264], [-4.859, -1.641, -0.990], [-4.629, -2.608, 0.187], [-6.140, -0.830, -0.743], [-3.666, -0.712, -1.054], [-3.365, 0.086, 0.054], [-2.211, 0.821, 0.075], [-1.812, 1.871, 1.628], [-1.251, 0.829, -0.979], [-0.131, 1.422, -0.848], [-1.635, 0.104, -2.166], [-2.799, -0.634, -2.148], [-0.731, 0.133, -3.384], [0.617, -0.500, -3.009], [-0.520, 1.594, -3.808], [-1.311, -0.626, -4.584], [-5.870, -3.164, -2.128], [-4.155, -3.058, -2.486], [-5.278, -1.839, -3.116], [-5.454, -3.314, 0.251], [-4.564, -2.077, 1.132], [-3.706, -3.166, 0.038], [-6.992, -1.506, -0.717], [-6.290, -0.107, -1.542], [-6.100, -0.295, 0.202], [-4.013, 0.125, 0.914], [-3.048, -1.193, -3.032], [1.094, 0.082, -2.226], [1.272, -0.520, -3.876], [0.476, -1.521, -2.657], [-0.046, 2.167, -3.017], [-1.474, 2.057, -4.052], [0.119, 1.636, -4.686], [-1.432, -1.687, -4.377], [-0.626, -0.536, -5.423], [-2.265, -0.206, -4.897], [4.073, 0.503, 2.805], [2.911, -0.477, 2.670], [2.001, -0.205, 1.089], [3.230, -0.686, -0.205], [3.470, -2.182, -0.360], [0.641, -1.464, 1.078], [0.878, -2.750, 1.862], [4.404, 0.562, 3.839], [3.761, 1.499, 2.494], [4.919, 0.198, 2.195], [2.189, -0.319, 3.475], [3.271, -1.507, 2.719], [4.156, -0.167, 0.057], [2.891, -0.265, -1.152], [3.793, -2.629, 0.577], [4.256, -2.349, -1.093], [2.573, -2.686, -0.710], [0.429, -1.685, 0.029], [-0.237, -0.955, 1.485], [1.753, -3.285, 1.507], [0.017, -3.404, 1.746], [0.994, -2.542, 2.922], [2.967, 3.396, 0.384], [4.620, 4.722, 5.228], [3.901, 4.349, 4.163], [4.287, 4.710, 2.941], [2.833, 3.613, 4.393], [2.010, 3.137, 3.569], [1.180, 2.608, 2.935], [5.391, 5.361, 5.144], [4.289, 4.479, 6.146], [5.110, 5.272, 2.808], [3.841, 4.335, 2.100]],
  "atomic_forces_ev_per_a": [[-1.4, -2.5, 0.7], [0.1, 0.2, 0.2], [-0.2, -0.1, 0.2], [-0.1, 0.1, -0.3], [0.2, -0.2, -0.1], [0.4, 0.4, 0.2], [-0.4, -0.4, -0.2], [0.7, 0.1, -0.7], [1.1, -0.3, -0.4], [-2.4, -1.3, 0.5], [3.5, 1.8, 0.5], [0.5, 0.5, 0.8], [-0.4, -0.1, 0.4], [0.2, 0.1, -0.1], [-0.1, 0.1, -0.1], [0.1, -0.1, 0.0], [0.1, 0.1, 0.2], [-0.1, 0.0, 0.0], [0.1, -0.1, -0.1], [0.0, 0.1, -0.2], [-0.1, -0.1, 0.0], [0.0, 0.0, 0.1], [0.1, -0.1, 0.0], [-0.2, 0.0, 0.0], [-0.1, 0.1, -0.1], [0.0, 0.1, 0.1], [-0.2, -0.1, 0.1], [0.0, -0.1, -0.1], [0.0, 0.0, 0.0], [0.1, 0.0, -0.1], [0.0, -0.2, 0.0], [0.0, 0.1, 0.0], [-0.1, 0.1, -0.1], [0.1, 0.0, -0.2], [-0.1, -0.1, 0.0], [0.1, 0.0, -0.1], [-0.1, 0.0, 0.0], [0.0, 0.0, 0.0], [-0.3, 0.7, -0.2], [-0.5, 0.6, 0.0], [-0.3, 0.7, -0.1], [-0.1, 0.0, 0.2], [-0.1, 0.6, -0.2], [0.2, 0.1, 0.0], [0.1, 0.0, 0.1], [0.1, 0.1, 0.0], [0.1, 0.0, 0.0], [0.0, -0.1, 0.0], [-0.2, 0.0, -0.1], [-0.1, 0.1, 0.0], [0.0, 0.1, 0.0], [0.0, -0.1, 0.0], [0.0, 0.0, 0.0], [0.0, -0.1, 0.0], [-0.1, 0.2, 0.0], [0.0, 0.0, -0.2], [0.1, -0.1, 0.0], [-0.1, 0.0, 0.0], [0.0, -0.1, 0.1], [-1.0, -1.1, 0.0], [0.0, 0.1, -0.1], [0.2, 0.3, -0.3], [0.1, 0.1, 0.0], [0.0, -0.2, 0.8], [0.0, -0.1, -0.2], [0.5, 0.0, -1.6], [0.0, -0.1, 0.0], [0.0, 0.0, -0.1], [0.1, 0.0, 0.0], [-0.1, 0.1, 0.3]]
}

(2)
{
  "formula": "C28H56O21V",
  "method": "ωB97M-V with the def2-TZVPD basis set",
  "orbital_gap_ha": [0.34624, 0.42830],
  "total_charge": 2,
  "spin_multiplicity": 4,
  "symbols": ["V", "C", "C", "O", "C", "O", "O", "C", "H", "H", "H", "H", "H", "H", "H", "H", "C", "C", "O", "C", "O", "O", "C", "H", "H", "H", "H", "H", "H", "H", "H", "C", "C", "O", "C", "O", "O", "C", "H", "H", "H", "H", "H", "H", "H", "H", "C", "C", "O", "C", "O", "O", "C", "H", "H", "H", "H", "H", "H", "H", "H", "C", "C", "O", "C", "O", "O", "C", "H", "H", "H", "H", "H", "H", "H", "H", "C", "C", "O", "C", "O", "O", "C", "H", "H", "H", "H", "H", "H", "H", "H", "C", "C", "O", "C", "O", "O", "C", "H", "H", "H", "H", "H", "H", "H", "H"],
  "xyz": [[0.112, 0.194, -0.579], [-2.858, -2.194, 4.336], [-2.874, -3.076, 3.060], [-1.942, -2.695, 2.111], [-2.180, -1.630, 1.254], [-1.355, -1.196, 0.446], [-3.498, -1.298, 1.264], [-4.159, -0.705, 0.157], [-3.290, -2.571, 5.263], [-3.421, -1.289, 4.108], [-1.852, -1.813, 4.514], [-3.874, -3.192, 2.643], [-2.498, -4.070, 3.302], [-4.793, -1.404, -0.388], [-3.466, -0.208, -0.522], [-4.890, 0.013, 0.530], [-2.525, 2.027, 4.711], [-2.123, 1.647, 3.330], [-0.940, 2.413, 3.014], [-0.395, 2.325, 1.797], [-0.782, 1.642, 0.836], [0.729, 3.063, 1.698], [1.118, 4.017, 2.668], [-3.210, 1.244, 5.036], [-2.972, 3.022, 4.711], [-1.684, 2.133, 5.395], [-2.868, 1.935, 2.589], [-1.814, 0.603, 3.269], [1.924, 4.618, 2.247], [1.582, 3.567, 3.546], [0.271, 4.615, 3.006], [0.847, -4.845, 2.113], [1.057, -4.700, 0.602], [1.022, -3.322, 0.292], [1.401, -2.822, -0.875], [1.172, -1.631, -1.115], [1.672, -3.772, -1.808], [2.011, -3.235, -3.100], [0.120, -4.156, 2.543], [1.703, -4.621, 2.750], [0.304, -5.759, 2.351], [0.272, -5.182, 0.019], [1.966, -5.199, 0.266], [2.707, -2.400, -3.180], [1.003, -3.047, -3.470], [2.472, -4.024, -3.694], [-1.535, 4.934, -5.227], [-2.206, 4.195, -4.057], [-1.525, 3.046, -3.634], [-0.669, 3.045, -2.633], [-0.485, 2.074, -1.852], [0.169, 4.170, -2.706], [1.030, 4.355, -1.612], [-1.514, 4.294, -6.109], [-0.462, 5.100, -5.122], [-2.029, 5.852, -5.545], [-3.188, 3.857, -4.389], [-2.437, 4.824, -3.197], [0.520, 4.272, -0.652], [1.598, 5.281, -1.704], [1.853, 3.644, -1.548], [-3.106, 0.556, -5.964], [-2.230, -0.079, -4.909], [-2.960, -0.957, -4.087], [-2.425, -1.288, -2.875], [-1.483, -0.715, -2.362], [-3.002, -2.459, -2.379], [-3.945, -3.221, -3.037], [-3.639, -0.185, -6.561], [-2.487, 1.091, -6.684], [-3.740, 1.393, -5.670], [-1.814, 0.662, -4.227], [-1.420, -0.645, -5.368], [-3.850, -4.286, -2.826], [-3.867, -3.233, -4.124], [-4.978, -2.977, -2.789], [0.914, -2.804, 4.922], [0.881, -1.253, 4.845], [0.501, -0.834, 3.559], [1.332, -0.757, 2.454], [0.991, -0.458, 1.329], [2.605, -1.034, 2.824], [3.582, -1.485, 1.906], [0.043, -3.275, 4.465], [0.929, -3.110, 5.968], [1.814, -3.202, 4.454], [1.802, -0.769, 5.169], [0.132, -0.761, 5.466], [4.561, -1.562, 2.378], [3.695, -0.733, 1.125], [3.420, -2.490, 1.517], [5.840, 0.887, -2.507], [4.393, 0.879, -2.016], [4.338, 1.517, -0.805], [3.204, 1.730, -0.173], [2.078, 1.372, -0.519], [3.365, 2.537, 0.934], [4.673, 2.960, 1.426], [6.419, 0.370, -1.742], [6.334, 1.842, -2.684], [5.948, 0.390, -3.471], [4.040, -0.135, -1.824], [3.741, 1.381, -2.730], [5.156, 2.128, 1.939], [4.612, 3.855, 2.046], [5.281, 3.192, 0.551]],
  "atomic_forces_ev_per_a": [[0.2, 0.1, 1.4], [-0.1, 1.0, -1.1], [-1.0, -1.3, 2.4], [1.5, 3.4, -2.8], [-0.7, -1.0, -1.4], [-1.6, -0.9, 1.8], [1.2, -0.7, 0.8], [-0.4, 0.9, -0.6], [0.1, -0.6, -0.3], [-0.2, 0.1, 0.0], [0.2, -0.4, 0.1], [0.1, 0.2, 0.0], [-0.3, -0.1, 0.2], [0.5, -0.6, 0.1], [0.0, -0.1, 0.1], [0.4, 0.2, 0.3], [-0.2, 0.4, 0.3], [0.6, 0.0, -0.6], [0.9, 0.4, -1.4], [0.7, 0.1, 0.0], [0.2, 0.9, 1.7], [-1.2, -1.0, -0.9], [0.3, 0.3, 1.0], [-0.2, 0.4, 0.4], [-0.4, -0.2, 0.0], [0.1, -0.5, -0.1], [-0.2, -0.5, 0.0], [-0.3, -0.1, -0.2], [-0.4, 0.1, -0.4], [-0.3, -0.4, 0.0], [0.1, 0.1, -0.2], [-1.0, 0.4, 0.2], [-0.3, -1.3, 0.6], [1.1, 1.5, -0.5], [-2.9, -0.6, -0.7], [1.3, -1.1, -0.5], [1.6, 1.7, 1.9], [-0.9, -0.7, -1.1], [-0.2, 0.6, -0.9], [0.4, -0.7, -0.4], [0.9, -0.6, 0.0], [-0.3, 0.0, 0.2], [0.3, 0.4, 0.1], [-0.4, 0.2, 0.8], [0.5, 0.6, -0.8], [-0.2, -0.3, 0.3], [0.6, -0.8, -0.4], [-0.9, 2.1, -1.0], [0.6, -1.8, 1.3], [2.6, -0.7, 0.5], [-0.6, 2.9, -2.4], [-2.1, -2.0, 0.2], [1.5, -0.1, 1.3], [-0.5, -0.3, -0.1], [-0.1, 0.4, 0.7], [-0.1, 0.0, 0.4], [0.1, -0.3, -0.1], [0.4, 0.2, 0.0], [-0.2, 0.3, -0.1], [-0.8, 0.4, -0.2], [-0.3, -0.6, -0.4], [0.2, 0.4, -0.7], [0.7, 1.4, 0.0], [-0.6, -1.7, 2.2], [-0.6, -1.4, -1.8], [-1.2, -0.8, 0.0], [2.5, 2.9, 0.9], [-1.7, -1.4, -1.9], [-0.2, 0.0, 0.2], [0.6, -0.3, -0.1], [-0.4, -0.6, 0.7], [0.3, 0.2, -0.4], [0.0, 0.0, -0.1], [0.5, 0.1, 0.8], [0.2, 0.6, 0.0], [0.1, 0.5, 0.2], [0.2, 0.9, 0.5], [0.4, -0.9, 0.9], [0.3, 1.3, -4.2], [0.5, -0.6, 1.5], [0.3, -0.2, 1.6], [-1.1, -0.4, 0.7], [0.8, 0.4, -0.9], [0.0, 0.3, 0.0], [0.1, 0.0, 0.0], [0.0, 0.1, 0.0], [0.3, -0.4, -0.3], [-0.3, -0.6, 0.2], [-0.3, 0.3, 0.6], [-0.1, -0.3, -0.4], [-0.7, 0.2, -0.1], [0.2, -0.4, 0.3], [0.2, -0.9, -2.4], [0.0, 1.6, 2.7], [-0.6, 1.4, 1.1], [1.5, 0.0, 0.2], [-0.5, -1.0, -0.8], [0.5, -0.6, -1.4], [0.3, -0.1, -0.2], [-0.6, 0.4, 0.4], [-0.2, -0.4, 0.2], [0.0, -0.2, -0.5], [-0.2, -0.1, 0.0], [-0.2, 0.1, 0.2], [-0.6, -0.3, 0.0], [0.1, 0.1, 0.2]]
}

(3)
{
  "formula": "C8H6N2S",
  "method": "ωB97M-V with the def2-TZVPD basis set",
  "orbital_gap_ha": 0.32817,
  "smiles": "N#C[C@@H]1C=CC=C[C@]1(S)C#N",
  "total_charge": 0,
  "spin_multiplicity": 1,
  "symbols": ["C", "C", "C", "C", "C", "C", "C", "C", "N", "N", "S", "H", "H", "H", "H", "H", "H"],
  "xyz": [[0.991, -2.041, -1.304], [2.789, -0.189, 0.453], [-1.332, -0.055, -0.784], [-0.302, 0.885, -1.130], [-0.996, -1.210, -0.192], [0.839, 0.916, -0.460], [0.515, -1.507, 0.016], [1.338, -0.162, 0.359], [1.169, -2.386, -2.386], [3.958, -0.298, 0.322], [1.038, -0.025, 2.336], [-2.336, -0.003, -1.067], [-0.352, 1.737, -1.892], [-1.738, -1.953, -0.017], [1.626, 1.592, -0.603], [0.787, -2.253, 0.788], [1.764, 1.085, 2.677]],
  "atomic_forces_ev_per_a": [[-0.5, 0.3, 0.3], [3.5, -1.4, -1.9], [1.0, -1.8, 0.3], [0.3, 2.7, -1.1], [1.5, 1.0, 0.0], [0.6, -0.2, -0.2], [1.3, 0.1, -0.1], [-1.3, -1.6, 3.0], [0.2, 0.0, 0.3], [-3.5, 0.6, 0.7], [-0.4, 0.4, -0.6], [-1.3, 0.8, -0.5], [-0.8, -1.5, 1.1], [-0.1, -0.6, 0.3], [0.4, 1.5, -0.7], [-0.5, 0.3, -0.3], [-0.3, -0.5, -0.6]]
}

(4)
{
  "formula": "C4H4CsMgO5",
  "method": "ωB97M-V with the def2-TZVPD basis set",
  "orbital_gap_ha": [0.22958, 0.22419],
  "total_charge": 0,
  "spin_multiplicity": 2,
  "symbols": ["O", "O", "C", "C", "O", "C", "H", "H", "H", "H", "O", "O", "C", "Cs", "Mg"],
  "xyz": [[0.766, 2.394, -1.052], [0.692, 0.435, -0.056], [-0.038, -0.690, 0.517], [1.007, -1.582, 1.179], [2.046, -1.870, 0.330], [0.102, 1.475, -0.637], [-0.777, -0.304, 1.233], [-0.538, -1.218, -0.306], [0.445, -2.480, 1.523], [1.344, -1.066, 2.107], [-2.137, 1.959, 0.079], [-1.897, 0.889, -1.828], [-1.413, 1.427, -0.800], [4.241, -0.797, -1.186], [-3.842, 1.426, -1.103]],
  "atomic_forces_ev_per_a": [[-0.5, -0.1, 0.0], [-0.1, 0.4, 0.0], [-0.2, 0.2, -0.3], [0.7, -0.1, -0.4], [0.3, 0.2, -0.1], [0.9, -0.5, 0.1], [0.1, -0.1, -0.1], [0.1, 0.1, 0.1], [0.0, 0.1, 0.0], [-0.1, 0.0, -0.1], [-0.4, 0.0, 0.0], [-0.3, -0.1, -0.1], [0.0, 0.1, 0.0], [-1.0, -0.3, 0.6], [0.8, 0.0, 0.1]]
}

(5)
{
  "formula": "C4H14N2O",
  "method": "ωB97M-V with the def2-TZVPD basis set",
  "orbital_gap_ha": 0.35743,
  "smiles": "CC(C)NCN.O",
  "total_charge": 0,
  "spin_multiplicity": 1,
  "symbols": ["C", "C", "C", "N", "C", "N", "H", "H", "H", "H", "H", "H", "H", "H", "H", "H", "H", "H", "H", "H", "O"],
  "xyz": [[-1.037, 0.443, 0.060], [0.321, -0.183, 0.047], [0.363, -1.691, 0.378], [1.196, 0.007, -1.148], [2.344, 0.895, -1.021], [1.983, 2.297, -1.125], [-1.314, 0.649, 1.096], [-1.774, -0.228, -0.389], [-0.966, 1.431, -0.403], [0.894, 0.325, 0.857], [-0.250, -1.871, 1.283], [1.425, -1.922, 0.399], [-0.206, -2.259, -0.360], [0.558, 0.467, -1.801], [3.086, 0.664, -1.785], [2.672, 0.737, 0.015], [1.009, 2.537, -1.098], [2.574, 2.949, -0.632], [-4.222, -1.539, 3.093], [-3.525, -2.138, 1.905], [-4.260, -1.575, 2.140]],
  "atomic_forces_ev_per_a": [[-0.1, 0.2, -0.1], [2.7, -0.4, 1.2], [-1.4, 1.1, 0.1], [-1.5, 0.7, -1.0], [-1.1, 0.1, 1.3], [0.2, 0.6, -0.7], [-0.2, -0.3, 0.0], [-0.2, 0.4, -0.2], [-0.4, -0.2, -0.3], [-0.3, -0.3, -0.1], [1.0, 0.0, 0.2], [-0.3, -0.7, 0.3], [0.5, 0.0, -0.5], [0.5, -0.4, -0.5], [0.1, -0.2, 0.2], [0.8, -0.4, -0.4], [-0.1, -0.1, 0.3], [-0.2, -0.1, 0.1], [-0.1, 0.1, 0.4], [0.3, -0.2, -0.2], [-0.2, 0.2, -0.2]]
}

(6)
{
  "formula": "FHO4",
  "method": "ωB97M-V with the def2-TZVPD basis set",
  "orbital_gap_ha": [0.35409, 0.35224],
  "total_charge": 0,
  "spin_multiplicity": 1,
  "symbols": ["O", "O", "O", "O", "F", "H"],
  "xyz": [[1.702, -0.454, -0.330], [0.879, -1.207, 0.335], [-1.185, -0.606, -0.375], [-1.732, 0.175, 0.346], [-1.436, 1.667, -0.087], [1.772, 0.425, 0.111]],
  "atomic_forces_ev_per_a": [[0.7, 0.6, -0.6], [0.0, -0.2, 0.6], [-0.7, 0.6, 0.1], [0.2, -0.4, -0.2], [0.1, -0.2, -0.1], [-0.3, -0.5, 0.1]]
}